(1)
Density functional theory data (ωB97M-V/def2-TZVPD) for a cluster of 2 separate species, C5H16N5O in total.

The geometry in ORCA input format:
```
! wB97M-V def2-TZVPD RIJCOSX def2/J DEFGRID3
* xyz 1 1
O -2.8332 -1.3931 -0.4637
N -1.3237 1.5763 0.6999
N 0.1444 2.6434 -1.2954
N -1.7840 -0.6093 -0.1300
N -0.4626 -2.2239 -0.9071
N -3.4352 0.4321 0.8216
C 3.2346 -0.7842 0.9038
C -0.5396 -1.0204 -0.3507
C 1.9087 -1.3514 0.2500
C -2.1647 0.5442 0.4966
C 0.7663 -0.3445 0.0515
H -1.6000 2.5147 0.8086
H -0.0829 3.0762 -2.1995
H 0.6082 3.3802 -0.7589
H 0.3014 -2.8713 -0.9373
H 3.8711 -1.5518 0.9397
H 2.8351 -0.3712 1.9327
H 0.8489 1.9934 -1.6296
H 0.8618 0.4903 -0.6118
H 2.3148 -1.6579 -0.7923
H 1.4346 -2.2222 0.7457
H -3.8055 0.9870 1.5831
H -1.2107 -2.8257 -1.0969
H 0.8492 0.2680 1.0537
H -3.9018 -0.4169 0.4227
H 3.6474 0.0889 0.3143
H -0.4828 1.6492 0.1494
*
```

The calculation puts the energy relative to the best compared isomer or geometry (same formula, charge and spin) at 3.115 eV. The gap between HOMO and LUMO comes out at 8.79 eV. The lowest unoccupied orbital energy is -3.46 eV.

(2)
Density functional theory data (ωB97M-V/def2-TZVPD) for a cluster of 2 separate species, C5H16NO in total.

The geometry in ORCA input format:
```
! wB97M-V def2-TZVPD RIJCOSX def2/J DEFGRID3
* xyz 1 1
O 3.1076 -2.1765 0.1321
N 0.5167 -1.6741 -0.6119
C -1.0499 1.0115 0.6090
C -0.0316 0.7337 -0.5019
C -2.4717 1.1856 0.0763
C -0.5627 2.1640 1.4951
C -0.2420 -0.5621 -1.2692
H 0.1669 -2.6063 -0.8223
H -0.7903 2.1031 2.5504
H -1.2781 -0.8508 -1.3672
H -3.1208 0.3232 0.0536
H -0.8776 3.1016 1.0645
H -2.4092 1.5402 -0.9647
H 0.5295 2.2100 1.4190
H -1.0758 0.1064 1.2328
H 0.5212 -1.5300 0.3977
H 1.5423 -1.6652 -0.7753
H 3.6349 -2.9830 0.0825
H 0.9547 0.8049 -0.0840
H 3.7409 -1.5593 0.5152
H -0.0275 1.5707 -1.2020
H 0.1710 -0.4178 -2.2530
H -3.0343 1.9955 0.5443
*
```

The calculation puts the energy relative to the best compared isomer or geometry (same formula, charge and spin) at 0.571 eV. The gap between HOMO and LUMO comes out at 11.50 eV. The lowest unoccupied orbital energy is -3.23 eV.

(3)
Density functional theory data (ωB97M-V/def2-TZVPD) for a cluster of 3 separate species, C5H16NO2 in total.

The geometry in ORCA input format:
```
! wB97M-V def2-TZVPD RIJCOSX def2/J DEFGRID3
* xyz 1 1
O -0.7013 -2.9216 1.1036
O -3.6956 -0.5715 0.3122
N -0.9554 -0.3370 0.0155
C 2.1281 -0.4160 -1.1709
C -0.3693 0.8770 0.7191
C 1.8508 2.0331 -1.4069
C 1.7314 0.7466 -0.6678
C 1.1407 0.8108 0.7495
H -1.5046 -3.4595 1.1380
H -0.1305 -3.4018 1.7188
H -4.1980 -1.3715 0.1138
H 1.5456 1.7331 1.1492
H -4.0638 -0.1714 1.1164
H -1.9379 -0.0721 -0.1832
H 2.6408 2.0165 -2.1574
H -0.7104 1.7067 0.1019
H 0.9545 2.4077 -1.9110
H -0.5299 -0.5167 -0.8922
H -0.8128 0.9997 1.7074
H 1.5812 0.0247 1.3572
H 2.2242 2.8733 -0.8040
H -0.9243 -1.1156 0.6967
H 2.6178 -0.4959 -2.1411
H 2.1186 -1.3786 -0.6649
*
```

The calculation puts the energy relative to the best compared isomer or geometry (same formula, charge and spin) at 0.509 eV. The gap between HOMO and LUMO comes out at 10.13 eV. The lowest unoccupied orbital energy is -2.97 eV.

(4)
Density functional theory data (ωB97M-V/def2-TZVPD) for the ion C5H16NSi with charge +1.

The geometry in ORCA input format:
```
! wB97M-V def2-TZVPD RIJCOSX def2/J DEFGRID3
* xyz 1 1
Si 1.2720 0.8438 0.4140
N -0.2552 -1.1067 -0.8312
C -0.3180 0.4188 -0.5701
C 2.6526 0.7639 -0.9322
C -1.6897 0.5138 0.3928
C 1.3783 -0.5024 1.7257
C -2.8686 -0.2342 -0.2114
H 2.0783 -1.3204 1.4804
H -3.7454 0.4004 0.2299
H 2.8592 1.7412 -1.3207
H -3.0238 -0.3590 -1.3256
H -1.3812 0.1417 1.3418
H 1.1310 2.0870 1.1787
H 2.2476 0.3281 -1.9621
H -1.3108 -1.4497 -0.7747
H 3.5737 0.3912 -0.5483
H 1.6201 -0.1755 2.7669
H -1.7363 1.5763 0.4091
H 0.1824 -1.1097 -1.7870
H -0.4517 0.9798 -1.5222
H -2.8983 -1.1679 0.3173
H 0.2243 -1.5887 -0.1161
H 0.4595 -1.1717 1.6451
*
```

The calculation puts the energy relative to the best compared isomer or geometry (same formula, charge and spin) at 0.940 eV. The gap between HOMO and LUMO comes out at 11.26 eV. The SMILES is CC[C@H]([NH3+])[SiH](C)C. The lowest unoccupied orbital energy is -3.29 eV.

(5)
Density functional theory data (ωB97M-V/def2-TZVPD) for the ion C5H16NSi with charge +1.

The geometry in ORCA input format:
```
! wB97M-V def2-TZVPD RIJCOSX def2/J DEFGRID3
* xyz 1 1
Si 0.8160 -0.3784 1.2683
N -1.9971 -0.2218 0.7370
C 1.5454 -2.1771 1.4188
C -1.0567 0.8868 -2.6181
C 2.0535 0.8653 0.6271
C -0.6736 -0.2059 0.0242
C -0.7406 1.2013 -1.1586
H 0.1510 1.8059 -1.1975
H 2.0629 -2.2302 2.4255
H -0.6430 -1.0515 -0.5124
H -1.4799 1.8574 -0.7563
H -2.1450 0.8473 -2.7552
H -1.8087 -0.9118 1.5229
H -2.3011 0.6845 1.1904
H 1.4330 1.7359 0.3470
H -0.6836 1.7633 -3.2303
H -2.7565 -0.5343 0.0890
H 0.8902 -3.0227 1.3203
H 2.8335 1.0163 1.2794
H 2.4471 -2.4586 0.8221
H -0.4551 0.0871 -3.0711
H 2.4785 0.7035 -0.2959
H 0.0298 -0.2623 2.5234
*
```

The calculation puts the energy relative to the best compared isomer or geometry (same formula, charge and spin) at 1.297 eV. The gap between HOMO and LUMO comes out at 10.92 eV. The SMILES is CC[C@H]([NH3+])[SiH](C)C. The lowest unoccupied orbital energy is -3.48 eV.

(6)
Density functional theory data (ωB97M-V/def2-TZVPD) for a cluster of 3 separate species, C5H16O2 in total.

The geometry in ORCA input format:
```
! wB97M-V def2-TZVPD RIJCOSX def2/J DEFGRID3
* xyz 0 1
O 5.7285 -0.2296 0.2716
O 3.6798 -3.0882 -0.8841
C -1.0220 2.4252 0.8053
C -1.9088 1.2563 0.4493
C -1.9853 0.2433 1.5832
C -1.7979 -0.8196 -1.2032
C -1.4099 0.6210 -0.8679
H -2.4330 0.7118 2.4654
H -2.8072 -0.7997 -1.6076
H -1.4232 2.9348 1.6879
H 5.4672 -0.3089 -0.6581
H -2.5916 -0.6216 1.3146
H -2.9356 1.5612 0.2723
H -1.0203 3.1464 -0.0050
H 5.3438 -0.9883 0.7315
H -1.6865 1.2282 -1.7316
H 2.8662 -3.3046 -1.3511
H -1.7931 -1.5700 -0.4304
H 0.0016 2.1106 1.0287
H -0.3249 0.6910 -0.8366
H -1.1568 -1.1908 -1.9906
H 4.2020 -3.8992 -0.9096
H -0.9930 -0.1090 1.8658
*
```

The calculation puts the energy relative to the best compared isomer or geometry (same formula, charge and spin) at 0.380 eV. The gap between HOMO and LUMO comes out at 11.41 eV. The SMILES is CCC(C)C.O.O. The lowest unoccupied orbital energy is 0.48 eV.